(1)
A molecular structure, C34H77IN7O9P, computed with ωB97M-V with the def2-TZVPD basis set.

Output
Total charge ... 0
Kohn-Sham gap ... 7.6 eV
E_HOMO ... -8.262 eV

Geometry as XYZ:
```
129
Properties=species:S:1:pos:R:3:forces:R:3
C -1.4679 0.3786 -6.8862 0.46 -1.10 -0.80
C -0.3963 -0.6060 -6.3036 -0.12 1.21 0.92
C 0.3859 0.0689 -5.1350 -0.45 -0.86 0.96
C 1.3096 -0.9949 -4.4265 0.71 0.87 -1.70
N 1.6839 -0.6469 -3.0512 -0.44 -1.05 -0.37
C 0.7275 -0.9472 -1.9825 1.97 0.17 2.18
I -1.1941 -1.7633 -2.5052 0.17 -0.20 -0.24
C 1.4069 -1.9943 -1.0705 -2.77 2.96 -3.01
N 1.8838 -2.8068 -0.4575 1.54 -2.32 1.73
C 0.6095 0.4061 -1.0554 -0.59 -0.35 -0.10
C 1.4426 0.2113 0.2051 -2.25 1.04 -3.44
N 2.1014 0.2086 1.1223 1.41 -0.11 2.06
C 0.9906 1.6992 -1.8443 0.47 0.73 0.58
C 2.5055 2.1044 -1.7890 -0.19 0.49 -1.12
P -1.1417 0.6913 -0.3979 -0.18 -0.45 2.48
O -1.5723 -0.3284 0.6033 0.12 0.07 -0.95
H -1.0152 1.3632 -7.1146 -0.38 -0.46 0.18
H -2.3684 0.4722 -6.2493 0.66 0.09 -0.11
H -1.8064 -0.0866 -7.8416 0.04 0.60 0.49
H -0.9221 -1.4822 -5.8625 0.46 0.33 -0.53
H 0.3488 -0.9182 -7.0639 -0.66 0.00 0.24
H -0.3484 0.4364 -4.3763 0.34 -0.22 -0.61
H 0.9748 0.9600 -5.4366 -0.24 -0.60 -0.03
H 2.2575 -0.9505 -5.0190 -0.49 -0.19 0.59
H 0.9445 -2.0367 -4.5821 -0.11 0.66 0.42
H 2.5410 -1.1529 -2.8296 -0.21 0.23 -0.09
H 0.4113 2.5350 -1.3792 0.37 -0.53 -0.29
H 0.6762 1.6797 -2.9050 -0.02 -0.51 0.75
H 3.1872 1.3208 -1.4160 -0.47 0.48 0.11
H 2.6258 3.0760 -1.2640 0.10 -0.88 0.04
H 2.8246 2.3132 -2.8376 -0.11 -0.21 0.71
H -1.0352 1.9275 0.3179 0.22 -0.10 -0.83
H -2.0719 0.9295 -1.4407 0.64 0.18 -0.14
C -7.8486 0.7822 4.9793 0.15 0.14 0.14
O -6.7562 0.5299 5.8443 -0.29 -0.15 -0.22
C -6.3803 -0.8445 5.8979 0.48 0.02 0.35
C -5.0185 -1.0549 5.2532 -0.31 0.18 -0.27
N -5.0861 -0.8804 3.8054 0.14 -0.09 0.19
C -3.7748 -0.8283 3.1527 -0.27 0.18 -0.15
C -2.8560 0.3420 3.5036 0.33 -0.22 -0.26
O -3.3320 1.6073 3.0561 0.01 -0.06 0.30
C -4.2375 2.2499 3.9358 0.06 0.15 -0.34
H -8.1525 1.8199 5.1183 0.07 -0.03 0.04
H -7.5642 0.6443 3.9319 -0.14 -0.09 -0.07
H -8.6988 0.1372 5.2196 -0.01 -0.02 -0.08
H -7.1381 -1.4951 5.4518 0.01 0.11 -0.14
H -6.3024 -1.1071 6.9574 -0.03 -0.02 -0.01
H -4.6695 -2.0680 5.4757 0.02 0.02 -0.02
H -4.3213 -0.3424 5.7098 0.02 -0.08 0.22
H -5.5774 -0.0198 3.6008 0.00 -0.03 0.02
H -3.9632 -0.7906 2.0771 0.17 0.00 0.01
H -3.2467 -1.7670 3.3465 0.02 0.04 0.06
H -1.9157 0.1782 2.9733 -0.08 0.00 -0.05
H -2.5994 0.3764 4.5689 -0.21 0.10 0.06
H -4.0399 2.0111 4.9837 -0.06 -0.09 -0.02
H -5.2686 1.9956 3.6778 -0.09 0.00 0.22
H -4.1271 3.3281 3.8021 0.06 -0.03 -0.01
C -5.0156 -4.4842 -10.4391 0.20 0.10 0.08
O -4.4272 -3.2115 -10.6452 -0.29 -0.23 -0.08
C -5.2225 -2.3416 -11.4469 0.33 0.47 0.02
C -5.7582 -1.1862 -10.6149 -0.12 -0.39 0.13
N -6.7752 -1.6416 -9.6708 0.12 0.22 -0.06
C -7.1543 -0.6351 -8.6796 -0.01 -0.31 0.05
C -6.0794 -0.1764 -7.6910 -0.32 0.21 0.16
O -5.6644 -1.1822 -6.7788 0.20 0.15 -0.23
C -4.6445 -2.0405 -7.2601 -0.14 -0.11 0.31
H -4.2773 -5.1184 -9.9484 0.02 0.08 -0.02
H -5.8941 -4.4140 -9.7909 -0.12 -0.11 -0.08
H -5.2936 -4.9483 -11.3897 -0.07 -0.01 0.03
H -6.0299 -2.8755 -11.9559 -0.04 -0.07 0.16
H -4.5614 -1.9321 -12.2165 -0.03 -0.01 -0.02
H -6.1980 -0.4380 -11.2814 -0.01 0.00 0.04
H -4.9073 -0.7282 -10.0964 0.12 0.09 -0.17
H -6.4278 -2.4558 -9.1804 -0.02 0.00 -0.05
H -7.9779 -1.0623 -8.1009 0.02 0.10 0.05
H -7.5567 0.2395 -9.2009 0.08 0.01 -0.02
H -6.5245 0.6114 -7.0762 0.00 -0.04 0.01
H -5.2155 0.2810 -8.1869 0.07 -0.16 -0.07
H -3.9700 -1.5366 -7.9569 -0.08 -0.02 -0.08
H -5.0804 -2.9266 -7.7271 0.17 -0.03 -0.17
H -4.0605 -2.3819 -6.4028 -0.04 0.07 0.02
C 6.2192 2.8887 4.0576 0.08 0.10 -0.20
O 5.4069 3.3980 3.0114 0.01 -0.17 0.26
C 4.1587 2.7190 2.8960 -0.22 0.29 -0.46
C 3.0117 3.6351 3.2943 0.26 -0.10 0.28
N 3.0140 3.8915 4.7320 -0.15 0.10 -0.20
C 2.0939 4.9499 5.1453 0.28 -0.08 0.14
C 2.3704 6.3673 4.6369 -0.31 0.09 0.27
O 3.5576 6.9474 5.1553 -0.06 -0.09 -0.31
C 4.7410 6.6228 4.4447 0.07 0.18 0.30
H 7.2015 3.3566 3.9804 -0.07 0.06 -0.07
H 5.7981 3.1325 5.0377 0.03 -0.16 0.10
H 6.3409 1.8071 3.9658 -0.01 0.04 0.18
H 4.1422 1.7865 3.4673 0.05 0.09 0.12
H 4.0393 2.4598 1.8396 -0.04 -0.06 0.03
H 2.0636 3.1641 3.0158 0.00 0.01 0.03
H 3.1161 4.5657 2.7225 -0.03 -0.06 -0.21
H 3.9489 4.1530 5.0178 -0.01 -0.06 -0.01
H 2.1217 4.9776 6.2382 -0.07 0.09 -0.03
H 1.0757 4.6619 4.8637 0.03 0.02 -0.08
H 1.5538 7.0014 4.9951 0.04 0.00 0.02
H 2.3478 6.4368 3.5434 0.16 -0.09 -0.03
H 4.5566 6.4656 3.3791 -0.03 -0.10 0.03
H 5.2198 5.7427 4.8794 0.07 -0.10 -0.20
H 5.4365 7.4570 4.5541 -0.08 0.02 0.01
C 6.3380 -4.6496 7.3686 0.22 0.08 -0.07
O 7.0671 -4.6757 6.1542 -0.32 -0.11 0.19
C 6.3329 -5.2265 5.0632 0.38 0.08 -0.43
C 6.0096 -4.1516 4.0364 -0.17 0.07 0.39
N 5.0141 -3.2145 4.5483 0.16 -0.03 -0.20
C 4.8373 -2.0252 3.7144 -0.07 0.01 0.29
C 6.0299 -1.0754 3.5761 -0.32 0.20 -0.19
O 6.3790 -0.4030 4.7796 0.19 -0.31 -0.18
C 7.2462 -1.1280 5.6355 -0.11 0.32 0.18
H 7.0231 -4.3550 8.1636 0.03 0.00 -0.08
H 5.5249 -3.9189 7.3266 -0.13 -0.09 0.08
H 5.9349 -5.6380 7.6074 -0.08 0.03 0.01
H 5.4293 -5.7451 5.3963 -0.04 0.15 0.09
H 6.9834 -5.9682 4.5898 -0.03 -0.02 0.01
H 5.6214 -4.6266 3.1301 -0.01 0.04 0.00
H 6.9470 -3.6415 3.7836 0.13 -0.17 -0.11
H 5.2899 -2.9152 5.4748 -0.02 -0.04 -0.01
H 4.0099 -1.4589 4.1503 0.03 0.06 -0.11
H 4.5123 -2.3382 2.7172 0.06 0.00 0.00
H 5.7319 -0.2885 2.8759 -0.02 0.00 0.03
H 6.9075 -1.5575 3.1307 0.05 -0.09 0.16
H 7.9265 -1.7809 5.0833 -0.09 -0.07 -0.01
H 6.6712 -1.7066 6.3617 0.14 -0.18 0.00
H 7.8418 -0.4061 6.1977 -0.02 0.03 -0.07
```
Forces are in eV/Å.

Results of the Löwdin charge analysis, in e, for atoms 1 through 99: number 1, C, carries -0.11; number 2, C, carries -0.26; number 3, C, carries -0.24; number 4, C, carries -0.27; number 5, N, carries -0.06; number 6, C, carries -0.73; number 7, I, carries 1.09; number 8, C, carries -0.29; number 9, N, carries 0.20; number 10, C, carries -0.48; number 11, C, carries -0.25; number 12, N, carries 0.22; number 13, C, carries -0.24; number 14, C, carries -0.09; number 15, P, carries 0.66; number 16, O, carries -0.46; number 17, H, carries 0.07; number 18, H, carries 0.07; number 19, H, carries 0.06; number 20, H, carries 0.08; number 21, H, carries 0.11; number 22, H, carries 0.06; number 23, H, carries 0.12; number 24, H, carries 0.13; number 25, H, carries 0.09; number 26, H, carries 0.12; number 27, H, carries 0.09; number 28, H, carries 0.09; number 29, H, carries 0.07; number 30, H, carries 0.08; number 31, H, carries 0.07; number 32, H, carries 0.05; number 33, H, carries 0.00; number 34, C, carries -0.12; number 35, O, carries -0.20; number 36, C, carries -0.21; number 37, C, carries -0.22; number 38, N, carries -0.05; number 39, C, carries -0.20; number 40, C, carries -0.23; number 41, O, carries -0.19; number 42, C, carries -0.10; number 43, H, carries 0.09; number 44, H, carries 0.08; number 45, H, carries 0.09; number 46, H, carries 0.12; number 47, H, carries 0.12; number 48, H, carries 0.12; number 49, H, carries 0.10; number 50, H, carries 0.06; number 51, H, carries 0.11; number 52, H, carries 0.12; number 53, H, carries 0.10; number 54, H, carries 0.11; number 55, H, carries 0.09; number 56, H, carries 0.07; number 57, H, carries 0.09; number 58, C, carries -0.11; number 59, O, carries -0.20; number 60, C, carries -0.21; number 61, C, carries -0.21; number 62, N, carries -0.05; number 63, C, carries -0.20; number 64, C, carries -0.22; number 65, O, carries -0.18; number 66, C, carries -0.10; number 67, H, carries 0.09; number 68, H, carries 0.08; number 69, H, carries 0.09; number 70, H, carries 0.12; number 71, H, carries 0.12; number 72, H, carries 0.12; number 73, H, carries 0.10; number 74, H, carries 0.07; number 75, H, carries 0.12; number 76, H, carries 0.12; number 77, H, carries 0.12; number 78, H, carries 0.11; number 79, H, carries 0.08; number 80, H, carries 0.07; number 81, H, carries 0.09; number 82, C, carries -0.10; number 83, O, carries -0.20; number 84, C, carries -0.22; number 85, C, carries -0.21; number 86, N, carries -0.05; number 87, C, carries -0.20; number 88, C, carries -0.23; number 89, O, carries -0.18; number 90, C, carries -0.10; number 91, H, carries 0.09; number 92, H, carries 0.08; number 93, H, carries 0.06; number 94, H, carries 0.12; number 95, H, carries 0.11; number 96, H, carries 0.12; number 97, H, carries 0.10; number 98, H, carries 0.07; number 99, H, carries 0.12

(2)
A molecular structure, C35H39F4N4O2SSbW, computed with ωB97M-V with the def2-TZVPD basis set.

Output
Total charge ... +2
Kohn-Sham gap (alpha / beta) ... 4.8 / 4.8 eV
E_HOMO (alpha / beta) ... -12.584 / -12.585 eV

Geometry as XYZ:
```
87
Properties=species:S:1:pos:R:3:forces:R:3
W -0.2401 -1.0928 0.4886 -0.87 -1.03 1.38
C 5.3524 1.3429 2.0869 0.01 0.01 -0.07
C 4.5592 0.7210 3.2213 -0.06 -0.13 -0.06
N 3.7573 -0.4433 2.7555 0.61 -0.06 0.14
C 4.4498 -1.7464 2.8988 -0.13 0.19 0.07
C 4.2974 -2.3138 4.3009 -0.03 -0.03 0.02
C 2.5581 -0.3037 2.2637 -0.14 0.62 0.00
S 1.6207 -1.7313 1.9597 0.42 -0.18 -0.13
N 2.1370 1.0089 2.1603 0.58 -0.61 0.43
C 1.0458 1.4353 1.6905 -0.70 0.09 -0.54
O 0.1796 0.5954 1.0312 0.17 0.62 0.19
C 0.6206 2.8302 1.7470 0.18 -0.19 0.04
C -0.6813 3.2005 1.4111 0.06 0.15 0.06
C -1.0634 4.5269 1.5099 0.04 -0.05 -0.01
C -0.1424 5.4795 1.9260 -0.01 0.10 0.01
C 1.1606 5.1156 2.2529 -0.01 -0.02 -0.01
C 1.5430 3.7916 2.1718 0.04 0.05 0.03
H 5.9367 2.1798 2.4689 -0.01 -0.02 -0.01
H 4.6869 1.7148 1.3060 0.02 0.01 0.04
H 6.0478 0.6289 1.6423 -0.03 0.01 0.02
H 3.8883 1.4370 3.6817 -0.05 0.03 -0.01
H 5.2195 0.3327 3.9939 0.01 -0.01 0.00
H 5.4947 -1.5556 2.6574 0.02 0.03 0.04
H 4.0592 -2.4314 2.1547 -0.05 -0.04 -0.07
H 4.6906 -1.6353 5.0584 0.00 -0.01 -0.03
H 4.8522 -3.2492 4.3711 -0.02 0.02 0.00
H 3.2508 -2.5186 4.5302 0.03 0.00 -0.02
H -1.3876 2.4584 1.0845 -0.08 -0.06 -0.05
H -2.0745 4.8198 1.2615 0.01 0.00 -0.01
H -0.4403 6.5184 1.9957 0.00 -0.04 0.00
H 1.8704 5.8667 2.5727 -0.02 -0.02 -0.01
H 2.5509 3.4899 2.4262 -0.05 0.01 -0.01
F -7.8507 -2.4038 -1.8131 0.05 0.01 0.02
C -6.5574 -2.0755 -1.7584 -0.18 -0.06 0.00
C -6.1967 -0.9220 -1.0851 0.08 0.13 0.07
C -4.8557 -0.5778 -1.0369 -0.17 -0.14 -0.08
C -3.8938 -1.3814 -1.6524 -0.21 0.08 0.45
C -4.2963 -2.5421 -2.3144 -0.06 -0.05 0.06
C -5.6375 -2.8979 -2.3739 0.14 -0.03 -0.03
Sb -1.8490 -0.9137 -1.7677 0.20 -0.24 -1.74
C -2.0647 -1.0425 1.5094 0.69 -0.07 -1.08
C -2.4119 -2.1676 2.2915 -0.17 -0.18 -0.09
C -3.5287 -2.1477 3.0963 0.07 -0.03 0.05
C -4.3363 -1.0206 3.0727 -0.09 -0.04 0.08
F -5.4218 -1.0060 3.8232 -0.03 0.00 0.01
C -4.0633 0.0923 2.2878 0.14 0.11 -0.06
C -2.9297 0.0697 1.5097 -0.11 0.23 0.37
C -2.0215 1.1653 -2.1492 -0.06 0.38 0.11
C -1.0269 2.0778 -1.7920 0.00 -0.06 0.04
C -1.1394 3.4270 -2.0898 0.02 -0.01 -0.01
C -2.2694 3.8573 -2.7573 -0.02 0.14 -0.03
F -2.3962 5.1595 -3.0330 0.02 -0.05 0.01
C -3.2724 2.9909 -3.1460 0.02 -0.10 -0.01
C -3.1410 1.6442 -2.8410 0.06 -0.08 0.00
H -6.9614 -0.3164 -0.6156 0.01 -0.01 -0.04
H -4.5719 0.3299 -0.5212 -0.01 0.02 -0.08
H -3.5687 -3.1872 -2.7945 0.02 0.04 0.00
H -5.9715 -3.7921 -2.8833 0.01 0.03 0.00
H -1.8003 -3.0569 2.2874 0.04 -0.08 -0.08
H -3.7969 -2.9879 3.7224 0.00 0.03 0.01
H -4.7379 0.9384 2.3026 0.00 -0.03 0.01
H -2.7108 0.9305 0.8940 0.02 0.02 -0.10
H -0.1422 1.7451 -1.2635 0.01 -0.02 0.04
H -0.3774 4.1438 -1.8105 -0.01 -0.03 0.00
H -4.1310 3.3713 -3.6826 0.00 -0.01 0.01
H -3.9212 0.9657 -3.1628 -0.02 -0.01 0.05
F -0.4241 -2.9472 0.3742 0.18 0.57 0.31
C 1.6455 -3.2479 -3.8040 0.06 0.02 0.08
N 1.7556 -2.8095 -2.4108 0.00 0.00 -0.02
C 1.6737 -3.8786 -1.4199 0.01 0.09 -0.14
C 1.8014 -1.5092 -2.0811 0.10 -0.06 -0.50
O 1.2326 -1.0454 -1.0316 -0.62 0.00 0.78
N 2.4803 -0.6508 -2.8473 0.11 0.02 -0.19
C 3.6101 -1.0635 -3.6912 -0.14 0.06 0.10
C 2.2267 0.7872 -2.7461 0.04 -0.08 0.02
H 0.7904 -3.9197 -3.8773 -0.02 0.00 0.00
H 2.5363 -3.7838 -4.1329 0.01 0.00 0.01
H 1.4686 -2.3984 -4.4561 -0.01 0.01 0.00
H 2.4315 -4.6238 -1.6646 -0.02 -0.01 0.01
H 0.6952 -4.3545 -1.4325 -0.06 -0.01 0.01
H 1.8781 -3.4945 -0.4287 0.02 0.06 0.09
H 3.9335 -2.0626 -3.4210 -0.01 -0.04 0.01
H 4.4341 -0.3759 -3.5113 0.01 0.01 0.00
H 3.3583 -1.0362 -4.7507 -0.02 0.00 -0.01
H 1.2196 1.0329 -3.0764 -0.06 -0.03 0.02
H 2.9299 1.2960 -3.3983 -0.01 0.02 0.00
H 2.3746 1.1437 -1.7265 0.00 0.00 0.01
```
Forces are in eV/Å.

In the Löwdin picture, each atom carries the following charge in e: number 1, W, carries 1.48; number 2, C, carries -0.05; number 3, C, carries -0.17; number 4, N, carries -0.08; number 5, C, carries -0.21; number 6, C, carries -0.05; number 7, C, carries -0.59; number 8, S, carries 0.80; number 9, N, carries 0.17; number 10, C, carries -0.29; number 11, O, carries -0.29; number 12, C, carries -0.14; number 13, C, carries -0.02; number 14, C, carries -0.04; number 15, C, carries -0.03; number 16, C, carries -0.04; number 17, C, carries 0.00; number 18, H, carries 0.09; number 19, H, carries 0.07; number 20, H, carries 0.08; number 21, H, carries 0.12; number 22, H, carries 0.12; number 23, H, carries 0.13; number 24, H, carries 0.08; number 25, H, carries 0.08; number 26, H, carries 0.09; number 27, H, carries 0.08; number 28, H, carries 0.08; number 29, H, carries 0.12; number 30, H, carries 0.12; number 31, H, carries 0.12; number 32, H, carries 0.11; number 33, F, carries 0.10; number 34, C, carries -0.27; number 35, C, carries 0.01; number 36, C, carries -0.14; number 37, C, carries -0.46; number 38, C, carries -0.14; number 39, C, carries 0.01; number 40, Sb, carries 1.38; number 41, C, carries -0.34; number 42, C, carries -0.07; number 43, C, carries 0.04; number 44, C, carries -0.24; number 45, F, carries 0.14; number 46, C, carries 0.02; number 47, C, carries -0.13; number 48, C, carries -0.43; number 49, C, carries -0.17; number 50, C, carries 0.00; number 51, C, carries -0.27; number 52, F, carries 0.09; number 53, C, carries 0.02; number 54, C, carries -0.11; number 55, H, carries 0.13; number 56, H, carries 0.09; number 57, H, carries 0.09; number 58, H, carries 0.13; number 59, H, carries 0.10; number 60, H, carries 0.14; number 61, H, carries 0.14; number 62, H, carries 0.08; number 63, H, carries 0.06; number 64, H, carries 0.13; number 65, H, carries 0.13; number 66, H, carries 0.10; number 67, F, carries -0.43; number 68, C, carries -0.02; number 69, N, carries -0.12; number 70, C, carries -0.02; number 71, C, carries -0.48; number 72, O, carries -0.27; number 73, N, carries -0.10; number 74, C, carries -0.01; number 75, C, carries 0.00; number 76, H, carries 0.10; number 77, H, carries 0.10; number 78, H, carries 0.10; number 79, H, carries 0.11; number 80, H, carries 0.09; number 81, H, carries 0.05; number 82, H, carries 0.09; number 83, H, carries 0.10; number 84, H, carries 0.10; number 85, H, carries 0.09; number 86, H, carries 0.10; number 87, H, carries 0.09

For the records above, the corresponding relative energy (zero: lowest compared OMol25 entry of this formula, charge and spin) values read 29.95; 17.01 kcal per mole.
For the records above, the corresponding calculated total energy values read -3040.8697; -2831.0956 a.u..